Molecular formula: C2H5N4
Method: DFT, ωB97M-V/def2-TZVPD

Electronic energy in hartree: -297.7075
2S+1: 3
Net charge: +1
LUMO level (alpha / beta) in eV: -4.80 / -8.27
Relative energy (zero: lowest compared OMol25 entry of this formula, charge and spin) in eV: 2.2542
Gap between HOMO and LUMO (alpha / beta) in eV: 9.79 / 7.80

```
11
Properties=species:S:1:pos:R:3:forces:R:3
C -2.74193 0.21395 0.02544 2.80 -1.78 -0.02
C 0.96163 0.07432 0.34183 1.01 -0.80 4.89
N -3.69201 0.82452 -0.02172 -3.32 2.19 -0.11
N 1.94143 0.74213 -0.20745 -1.18 0.98 -1.62
N -0.81106 -1.42058 0.04305 -0.74 -1.28 -1.52
N 0.25633 -0.74635 -0.37773 -1.46 0.29 0.95
H 0.82607 -0.03039 1.51007 0.34 0.64 -2.51
H 2.30616 1.56767 0.25261 0.26 -0.14 0.03
H 1.71372 0.84781 -1.22046 1.35 0.39 0.80
H -1.18439 -1.52545 1.02695 2.00 0.89 -0.75
H 0.42403 -0.54763 -1.37258 -1.07 -1.37 -0.12
```
Forces are in eV/Å.

Mulliken atomic charge list, values in e, 4 entries: atom 1 (C): 0.0442, atom 2 (C): 0.2051, atom 3 (N): -0.0690, atom 4 (N): -0.3070

Molecular formula: C2H5N5
Method: DFT, ωB97M-V/def2-TZVPD

Electronic energy in hartree: -352.9136
Net charge: 0
LUMO level in eV: 0.37
Relative energy (zero: lowest compared OMol25 entry of this formula, charge and spin) in eV: 2.7536
Gap between HOMO and LUMO in eV: 9.48

```
12
Properties=species:S:1:pos:R:3:forces:R:3
C 0.48928 1.18468 0.98526 0.64 -0.93 0.97
N -0.28155 0.60050 -0.13762 2.89 -1.82 1.77
N -1.44175 1.14994 -0.43195 -1.47 -2.37 -2.53
N -2.01354 0.27366 -1.27403 1.05 1.32 0.72
N -1.22668 -0.81045 -1.49832 0.56 0.74 1.94
C -0.15791 -0.67848 -0.67294 -2.23 1.67 -1.22
N 0.79393 -1.66775 -0.53661 2.30 1.47 3.62
H -0.10114 1.05785 1.93023 0.74 -0.49 -0.67
H 1.59190 0.79593 1.08985 -2.35 0.50 -0.41
H 0.51908 2.25597 0.91744 0.19 0.46 -0.69
H 0.40128 -2.55717 -0.83500 0.41 0.11 0.51
H 1.42712 -1.60468 0.46369 -2.73 -0.68 -4.02
```
Forces are in eV/Å.

Mulliken atomic charge list, values in e, 4 entries: atom 1 (C): -0.7735, atom 2 (N): 0.5078, atom 3 (N): -0.4833, atom 4 (N): -0.3016

Molecular formula: C2H5N5O
Method: DFT, ωB97M-V/def2-TZVPD

Electronic energy in hartree: -427.9627
Net charge: 0
LUMO level in eV: -0.62
Relative energy (zero: lowest compared OMol25 entry of this formula, charge and spin) in eV: 7.0869
Gap between HOMO and LUMO in eV: 8.73

```
13
Properties=species:S:1:pos:R:3:forces:R:3
C 0.30232 0.64003 1.99284 -3.88 1.54 -0.92
C 0.34468 -0.28639 -0.05282 -1.81 -1.03 2.18
H 0.38125 1.71707 1.09512 0.39 -2.95 3.94
H 1.14994 0.18727 2.56296 -0.38 1.20 -0.55
H -0.68689 0.69224 2.64975 2.65 1.01 -0.51
H -0.19890 -0.33710 -3.17430 1.35 1.55 4.02
H -1.58575 -1.32306 0.20318 0.81 0.56 -0.87
N -0.25789 -0.40186 1.10744 3.56 0.42 -3.28
N 1.22444 0.76156 -0.51810 0.22 -1.50 -1.48
N 1.06745 0.80605 -1.81476 -2.29 -1.72 2.85
N 0.01983 -0.00588 -2.06441 -2.07 -1.31 -7.67
N -0.22726 -1.09873 -1.18681 2.61 2.54 3.14
O -1.53321 -1.35121 -0.80008 -1.16 -0.30 -0.86
```
Forces are in eV/Å.

Mulliken atomic charge list, values in e, 4 entries: atom 1 (C): -0.6504, atom 2 (C): 0.5172, atom 3 (H): 0.3084, atom 4 (H): 0.2461

Molecular formula: C2H5N7
Method: DFT, ωB97M-V/def2-TZVPD

Electronic energy in hartree: -462.4067
Net charge: 0
LUMO level in eV: 0.14
Relative energy (zero: lowest compared OMol25 entry of this formula, charge and spin) in eV: 1.4801
Gap between HOMO and LUMO in eV: 9.33

```
14
Properties=species:S:1:pos:R:3:forces:R:3
C -0.47905 -1.80575 -0.26272 1.16 1.88 0.94
C 1.14472 -0.11778 0.19730 0.89 1.85 0.37
N -2.14350 1.18084 0.65525 1.25 1.17 3.55
N -1.55007 -2.01661 0.04551 -2.27 -1.16 0.32
N -2.72674 0.98241 -0.34630 -0.36 -0.39 -1.51
N -3.24838 0.87968 -1.31339 -1.71 -0.26 -2.45
N 2.19955 0.56381 -0.33956 0.38 1.42 0.52
N 0.46961 0.25651 1.16696 -1.53 0.13 2.23
N 0.70294 -1.22036 -0.44940 0.28 -3.70 -3.14
H 2.35151 1.52025 0.11856 0.20 -2.43 -1.26
H 2.89517 0.06423 -0.87611 0.10 0.59 0.18
H 0.75087 1.02603 1.76288 0.27 0.03 -0.59
H -1.50363 0.42740 0.85792 0.54 -0.35 0.44
H 1.13699 -1.74068 -1.21689 0.79 1.23 0.40
```
Forces are in eV/Å.

Mulliken atomic charge list, values in e, 4 entries: atom 1 (C): 0.3648, atom 2 (C): 0.6400, atom 3 (N): -0.8346, atom 4 (N): -0.4188

Molecular formula: C2H5N7
Method: DFT, ωB97M-V/def2-TZVPD

Electronic energy in hartree: -462.3229
Net charge: 0
LUMO level in eV: -1.07
Relative energy (zero: lowest compared OMol25 entry of this formula, charge and spin) in eV: 3.7580
Gap between HOMO and LUMO in eV: 7.95

```
14
Properties=species:S:1:pos:R:3:forces:R:3
H -1.23775 1.19713 -2.28515 0.04 -0.71 0.49
N -1.54490 1.51360 -1.37478 -2.28 2.32 -2.73
C -0.93159 1.24096 -0.36094 2.43 -2.08 -0.13
N -1.12671 1.87355 0.81356 -0.54 0.61 5.99
N -0.64043 1.45964 2.05446 -1.85 2.73 -6.38
N 0.20010 0.49477 1.98452 1.02 -3.00 1.37
C 0.35906 -0.22338 0.89785 2.97 0.22 -2.36
N 1.32488 -1.22302 0.92737 -0.31 -1.58 1.47
N 0.11799 0.23481 -0.38420 -2.31 -3.29 0.83
N 0.01011 -0.84467 -1.43691 4.21 6.34 -1.48
H 1.76197 -1.02808 1.86037 -0.33 -1.52 -0.97
H 1.15220 -2.26065 0.59825 0.41 3.24 1.13
H -0.37351 -1.70816 -1.28124 -0.85 -2.24 1.21
H 0.92858 -0.72649 -2.01316 -2.59 -1.04 1.55
```
Forces are in eV/Å.

Mulliken atomic charge list, values in e, 4 entries: atom 1 (H): 0.2682, atom 2 (N): -0.5618, atom 3 (C): 0.4726, atom 4 (N): -0.2320

Molecular formula: C2H5NNaO
Method: DFT, ωB97M-V/def2-TZVPD

Electronic energy in hartree: -371.3038
Net charge: +1
LUMO level in eV: -5.45
Gap between HOMO and LUMO in eV: 6.78

```
10
Properties=species:S:1:pos:R:3:forces:R:3
O 1.10050 -0.13051 -0.32768 -0.17 0.05 0.03
C -0.04560 0.22401 -0.08919 -0.12 0.32 -0.11
N -0.52619 1.43890 -0.49041 -0.01 0.17 -0.08
C -1.03987 -0.63178 0.66460 -0.06 -0.47 0.24
H -1.48528 1.73260 -0.28943 0.83 -0.21 -0.19
H 0.10208 2.06102 -1.00497 -0.55 -0.42 0.39
H -0.55948 -1.58489 0.94284 -0.22 0.50 -0.16
H -1.92256 -0.85163 0.04081 0.32 0.15 0.24
H -1.37670 -0.12573 1.58496 0.10 -0.15 -0.39
Na 5.75310 -2.13198 -1.03153 -0.13 0.05 0.02
```
Forces are in eV/Å.

Mulliken atomic charge list, values in e, 4 entries: atom 1 (O): -0.6481, atom 2 (C): 0.6816, atom 3 (N): -0.3764, atom 4 (C): -0.9626

Molecular formula: C2H5NO
Method: DFT, ωB97M-V/def2-TZVPD

Electronic energy in hartree: -209.0175
Net charge: 0
LUMO level (alpha / beta) in eV: -0.72 / -0.76
Relative energy (zero: lowest compared OMol25 entry of this formula, charge and spin) in eV: 5.5737
Gap between HOMO and LUMO (alpha / beta) in eV: 9.03 / 8.97

```
9
Properties=species:S:1:pos:R:3:forces:R:3
C 0.09382 -0.21116 -2.13877 0.17 -1.08 2.11
C -0.27106 0.56129 2.57961 1.53 0.08 0.68
N 0.03197 0.06521 1.32543 0.04 -0.01 -0.32
O 0.86475 -0.73931 -2.87623 0.35 -0.55 -0.68
H -0.18507 0.80961 -2.27914 -0.65 1.16 -0.23
H -0.25191 -0.70830 -1.16068 0.13 0.45 -1.21
H 0.27563 -0.04988 3.35050 -0.24 0.31 -0.39
H 0.14787 1.61365 2.70121 -0.84 -0.84 -0.08
H -1.32259 0.42631 2.80605 -0.50 0.48 0.12
```
Forces are in eV/Å.

Mulliken atomic charge list, values in e, 4 entries: atom 1 (C): -0.0114, atom 2 (C): -0.5119, atom 3 (N): -0.2278, atom 4 (O): -0.3878

Molecular formula: C2H5NO
Method: DFT, ωB97M-V/def2-TZVPD

Electronic energy in hartree: -209.1719
Net charge: 0
LUMO level in eV: 0.96
Relative energy (zero: lowest compared OMol25 entry of this formula, charge and spin) in eV: 1.3712
Gap between HOMO and LUMO in eV: 8.94

```
9
Properties=species:S:1:pos:R:3:forces:R:3
C -1.15842 -0.12202 0.29201 0.04 -0.06 0.28
C 0.10370 0.09363 -0.12935 -0.15 -0.17 0.26
N 1.23375 -0.57640 0.24180 -0.10 -0.16 -0.15
O 0.32557 1.08057 -1.03938 -0.07 0.03 0.11
H -1.49083 -1.05428 0.72024 0.20 0.10 0.37
H -1.80851 0.74616 0.33550 -0.21 -0.30 -0.44
H 2.12312 -0.31666 -0.15291 -0.22 -0.02 -0.06
H 1.23417 -0.99128 1.15708 0.07 0.09 -0.12
H -0.56255 1.14027 -1.42499 0.42 0.49 -0.26
```
Forces are in eV/Å.

Mulliken atomic charge list, values in e, 4 entries: atom 1 (C): -0.9943, atom 2 (C): 0.6414, atom 3 (N): -0.4462, atom 4 (O): -0.5247

Look up the net charge of the eighth one.
0